(1)
Here is C4H6N4 in the gas phase in a non-equilibrium geometry from OMol25. Energies are from the ωB97M-V functional and the def2-TZVPD basis.

Geometry (Å):
H  3.36824  0.24342  -0.59141
N  2.25601  0.52994  -0.36319
C  1.89965  -0.69424  0.01827
N  0.65884  -1.32949  0.22583
C  -0.54916  -0.56377  -0.24532
C  -1.95410  -0.96069  -0.19701
N  -3.11129  -1.25421  -0.22118
C  -0.55525  0.84004  -0.16151
N  -1.61715  1.72612  -0.09720
H  2.49424  -1.59554  0.38646
H  0.51823  -2.13683  -0.22344
H  0.27748  1.52731  0.13824
H  -1.24569  2.44271  0.74892
H  -2.44006  1.22522  0.58253

Computed properties:
Energy above the lowest of the compared OMol25 structures with the same formula, charge and spin ... 4.978 eV
Calculated total energy ... -10200.9613 eV
SMILES string ... [H]/N=C/N/C(C#N)=C/N

(2)
Here is 2 unconnected molecules or ions with the total composition C2H7N3 in a non-equilibrium geometry from OMol25. Energies are from the ωB97M-V functional and the def2-TZVPD basis.

Geometry (Å):
C  -0.18853  0.61800  -1.02190
C  -0.32447  1.64159  -0.16677
N  -0.02117  0.08707  1.84091
N  0.11516  -0.82346  1.13931
N  0.25611  -2.23054  1.35170
H  -1.15487  0.43454  -1.50978
H  0.65642  0.57062  -1.59559
H  -0.03438  -0.63710  0.00457
H  -1.32543  1.70008  0.42109
H  0.29955  2.33017  0.35472
H  0.05510  -2.76183  2.20432
H  0.20523  -2.68733  0.48899

Computed properties:
Energy above the lowest of the compared OMol25 structures with the same formula, charge and spin ... 5.287 eV
Calculated total energy ... -6652.6691 eV